[1]
{"formula": "C24H41F3P2Y", "method": "ωB97M-V/def2-TZVPD", "symbols": ["Y", "C", "C", "C", "C", "C", "C", "H", "H", "H", "C", "H", "H", "H", "C", "H", "H", "H", "C", "H", "H", "H", "C", "H", "H", "H", "C", "C", "C", "C", "C", "C", "C", "C", "H", "H", "H", "H", "H", "H", "H", "H", "H", "H", "H", "H", "P", "C", "C", "P", "C", "C", "C", "H", "H", "H", "H", "H", "H", "H", "H", "H", "H", "H", "H", "H", "H", "F", "C", "F", "F"], "coordinates": [[-0.729569, 1.079412, -0.207787], [1.317641, 1.090060, 1.120308], [1.601809, 1.689292, -0.148624], [-0.039343, 2.968133, 0.894845], [0.323042, 1.893004, 1.773847], [0.754573, 2.846049, -0.303813], [1.939718, -0.140976, 1.697798], [2.179271, -0.892138, 0.927783], [1.279794, -0.608425, 2.446271], [2.883620, 0.105948, 2.213649], [-0.272932, 1.640338, 3.114910], [0.395396, 1.007379, 3.712399], [-1.252193, 1.135939, 3.062136], [-0.419809, 2.593036, 3.643473], [-1.236152, 3.834736, 1.079970], [-1.267495, 4.206123, 2.116369], [-2.202270, 3.309932, 0.881803], [-1.192349, 4.693434, 0.397821], [0.490334, 3.579096, -1.574521], [0.737742, 4.643148, -1.446197], [-0.571766, 3.532098, -1.899209], [1.101579, 3.186173, -2.399101], [2.534930, 1.158289, -1.185565], [3.157733, 1.974533, -1.583835], [2.016040, 0.699533, -2.052793], [3.207497, 0.403976, -0.750657], [-0.008512, -3.855575, -0.582087], [1.282867, -3.489471, -0.487314], [1.982608, -2.593600, -1.465443], [1.739286, -2.856401, -3.000975], [0.805443, -2.070174, -3.774918], [-0.654716, -2.009517, -3.773313], [-1.305340, -2.462122, -2.419447], [-0.781325, -3.799241, -1.864966], [3.071260, -2.717970, -1.325963], [1.660020, -3.944307, -3.172383], [1.790861, -1.522232, -1.253363], [-0.103337, -4.260004, -2.669472], [-0.547951, -4.246046, 0.298441], [1.825464, -3.635328, 0.456554], [-1.645220, -4.474337, -1.729259], [-1.137020, -1.628081, -1.721086], [-0.919944, -0.939427, -3.908936], [-2.397985, -2.545270, -2.555693], [2.723318, -2.642194, -3.469656], [1.261882, -1.314901, -4.431650], [-0.308713, -5.125118, -4.109012], [-0.831034, -6.738981, -3.545855], [1.191001, -5.305217, -5.084118], [-1.383979, -2.601824, -5.367946], [-1.662442, -4.379269, -5.018467], [-0.133253, -2.519343, -6.666460], [-2.876463, -2.172875, -6.270466], [-1.866691, -6.694591, -3.182593], [-0.171446, -7.059275, -2.727453], [-0.754082, -7.434040, -4.393436], [1.007727, -6.121391, -5.798156], [2.024856, -5.579311, -4.421196], [1.465073, -4.398410, -5.633250], [-2.995159, -2.940239, -7.058122], [-2.756895, -1.189834, -6.747424], [-3.760283, -2.186463, -5.619490], [-2.611568, -4.487792, -4.459197], [-1.775815, -4.915043, -5.979419], [-0.337906, -1.593664, -7.221618], [-0.265863, -3.381555, -7.332616], [0.889232, -2.476531, -6.281683], [-2.792150, -1.204175, 1.038076], [-2.862361, 0.186113, 0.844692], [-3.966216, 0.350236, 0.010313], [-3.309522, 0.663107, 2.078314]], "forces_ev_per_a": [[-2.8, -2.9, -1.7], [0.0, 1.0, -0.1], [-0.1, 0.8, 0.6], [1.3, -0.3, 0.3], [0.5, 0.5, -0.4], [0.7, -0.3, 1.3], [0.3, -0.4, 0.2], [-0.1, 0.3, 0.3], [0.2, 0.1, -0.3], [-0.3, 0.0, -0.2], [-0.2, -0.2, 0.5], [-0.2, 0.2, -0.1], [0.3, 0.2, 0.1], [0.0, -0.3, -0.1], [-0.2, 0.5, -0.1], [-0.2, -0.1, -0.4], [0.3, 0.1, 0.2], [-0.1, -0.1, 0.3], [0.3, 0.2, -0.4], [-0.2, -0.2, -0.2], [0.2, 0.1, 0.1], [-0.2, 0.2, 0.2], [0.4, 0.0, -0.4], [-0.2, -0.3, 0.1], [0.2, 0.1, 0.3], [-0.3, 0.2, -0.3], [0.0, 0.4, 0.3], [-0.8, 0.7, 0.9], [0.8, -0.6, -0.9], [1.8, -0.7, 0.5], [-0.6, 1.8, -1.1], [0.5, 2.6, 1.9], [-0.7, -0.3, -1.0], [-0.3, 0.9, 2.1], [-0.3, 0.0, 0.1], [0.0, 0.2, 0.6], [-0.2, -0.4, -0.1], [-1.1, 1.1, 1.8], [0.6, -0.2, -0.4], [-0.4, 0.0, -0.2], [0.3, 0.1, -0.3], [0.1, -0.1, 0.0], [-0.2, -0.3, 0.3], [0.2, 0.2, 0.1], [-0.4, 0.0, 0.3], [-0.1, -0.3, 0.2], [1.7, -0.1, -0.7], [-0.2, -0.7, -0.6], [-0.3, -1.3, -1.6], [0.4, -2.9, -0.1], [-0.5, -0.5, -1.6], [-0.1, 0.5, -0.3], [-0.6, 0.3, -0.3], [0.3, -0.1, -0.1], [-0.2, 0.0, -0.2], [-0.2, -0.3, 0.4], [0.6, 0.1, -0.2], [-0.4, 0.0, -0.2], [-0.2, -0.2, 0.3], [0.0, 0.4, 0.3], [-0.2, -0.3, 0.2], [0.2, 0.1, -0.2], [0.5, 0.1, -0.1], [-0.4, 0.2, 0.1], [0.1, -0.3, -0.1], [0.1, 0.3, 0.1], [-0.4, -0.1, 0.1], [0.1, 1.0, -0.2], [-0.6, -0.5, 0.8], [0.6, 0.0, 0.2], [0.4, -0.2, -0.9]], "mulliken_charge": [1.19, 0.57, 0.87, 0.15, 0.30, 0.40, -1.43, 0.15, 0.42, 0.35, -1.31, 0.43, 0.14, 0.41, -1.28, 0.35, 0.27, 0.39, -1.54, 0.39, 0.34, 0.38, -1.51, 0.47, 0.27, 0.46, -0.82, -0.65, 0.13, -1.55, -0.42, 0.25, 0.59, -0.03, 0.50, -0.26, -0.57, -0.93, 0.40, 0.45, 0.69, -1.41, 0.55, 0.58, 0.51, 0.75, 1.10, -1.29, -1.42, 0.74, -1.19, -1.50, -1.19, 0.40, 0.36, 0.43, 0.47, 0.43, 0.27, 0.42, 0.43, 0.36, 0.50, 0.65, 0.47, 0.40, 0.43, -0.25, 0.13, -0.29, -0.25], "fmax_ev_per_a": 4.36, "de_lowest_kj_mol": 474.9, "gap_ev": 4.0, "total_charge": 1}

[2]
{"formula": "C3H7F2O2P", "method": "ωB97M-V/def2-TZVPD", "symbols": ["C", "C", "C", "O", "O", "F", "F", "P", "H", "H", "H", "H", "H", "H", "H"], "coordinates": [[-1.023006, 0.237890, -0.449621], [-0.058166, -0.964803, -0.495210], [1.580074, 1.918008, 0.957987], [3.132025, -0.157425, 1.604952], [1.212386, -0.657463, -0.023722], [0.409445, 2.473868, 0.880342], [2.400953, 2.743710, 1.568556], [1.758894, 0.108948, 1.244261], [-2.155932, -0.061143, -0.736617], [-1.111295, 0.474843, 0.641918], [-0.716971, 1.048148, -1.008172], [-0.007302, -1.321401, -1.491130], [-0.354211, -1.756370, 0.107239], [2.892695, 1.540657, -0.935964], [0.893407, -0.141053, 2.414120]], "forces_ev_per_a": [[-3.1, -3.1, 2.4], [-1.6, 1.7, -0.5], [1.5, -0.7, -1.0], [1.2, -0.4, -0.1], [1.9, 1.1, 0.5], [-1.1, 0.4, -0.3], [0.2, -0.2, 0.2], [-1.2, 0.2, 1.1], [2.8, 0.5, 0.4], [0.0, 0.4, -0.9], [0.7, 1.7, -1.2], [0.6, -0.4, -1.0], [-1.3, -1.5, 1.0], [-0.7, 0.2, 0.8], [0.2, 0.1, -1.3]], "nbo_charge": [-0.63, -0.05, 0.40, -1.06, -0.80, -0.32, -0.30, 1.90, 0.22, 0.20, 0.22, 0.19, 0.18, -0.06, -0.11], "fmax_ev_per_a": 4.98, "de_lowest_kj_mol": 675.3, "gap_ev": [10.0, 8.6]}

[3]
{"formula": "C21H43N2OP3STc", "method": "ωB97M-V/def2-TZVPD", "symbols": ["Tc", "P", "P", "P", "H", "C", "C", "H", "C", "C", "C", "C", "C", "C", "C", "C", "C", "H", "H", "H", "H", "H", "H", "H", "H", "H", "H", "H", "H", "H", "H", "H", "H", "H", "H", "H", "H", "H", "H", "H", "H", "H", "H", "H", "H", "H", "C", "C", "C", "C", "C", "C", "O", "H", "H", "H", "H", "H", "H", "C", "N", "C", "C", "N", "C", "S", "H", "H", "H", "H", "H", "H"], "coordinates": [[-0.745516, -0.523771, 0.352813], [-2.924159, -0.991560, -0.198257], [0.627450, -1.019451, -1.468057], [-0.917400, 1.720261, -0.273734], [0.944237, -0.273829, 2.644047], [0.171945, 0.324829, 2.140360], [-1.228973, 0.005556, 2.366139], [-1.493543, -0.830239, 3.024396], [-3.748828, -2.554964, 0.275811], [-3.267178, -1.122319, -1.993648], [-4.202851, 0.139061, 0.465691], [2.387215, -0.637954, -1.162807], [0.678583, -2.795934, -1.870233], [0.258867, -0.250091, -3.086864], [-1.627207, 2.929929, 0.922172], [-1.917478, 2.160993, -1.751722], [0.701693, 2.530268, -0.613655], [0.462563, 1.383755, 2.111432], [-1.928667, 0.840039, 2.494343], [-3.720133, -2.704502, 1.360533], [-3.286021, -3.410838, -0.226850], [-4.797863, -2.481717, -0.046044], [-2.659365, -1.931833, -2.420143], [-3.054703, -0.191833, -2.527301], [-4.326742, -1.377445, -2.126283], [-4.147174, 0.128791, 1.561448], [-5.188953, -0.238220, 0.164267], [-4.087894, 1.168213, 0.111928], [2.978396, -0.923053, -2.042059], [2.728260, -1.215149, -0.294879], [2.534290, 0.427760, -0.959385], [1.323001, -2.939009, -2.747289], [-0.328424, -3.162217, -2.102180], [1.083229, -3.364007, -1.021763], [0.946597, -0.662922, -3.836040], [0.387170, 0.837167, -3.058417], [-0.768879, -0.482739, -3.392394], [-1.605457, 3.927464, 0.461736], [-1.042628, 2.957010, 1.847855], [-2.666402, 2.678740, 1.165824], [-1.779301, 3.232272, -1.948605], [-2.981976, 1.974290, -1.569180], [-1.599090, 1.600364, -2.635521], [0.537339, 3.605878, -0.765758], [1.189168, 2.121963, -1.505537], [1.372771, 2.402523, 0.245028], [5.249070, 3.650668, -1.388965], [6.598671, 3.864193, -1.026494], [6.872793, 4.485135, 0.190778], [5.830262, 4.918417, 1.024364], [4.496477, 4.743123, 0.629211], [4.203122, 4.134474, -0.591708], [4.875235, 2.911604, -2.477749], [5.669703, 2.656672, -2.979708], [7.400212, 3.526927, -1.686295], [7.910633, 4.634030, 0.499157], [6.056389, 5.396134, 1.978083], [3.677244, 5.077773, 1.265489], [3.179238, 4.004794, -0.939045], [-1.795749, -3.417205, 3.858707], [-1.649857, -4.231250, 2.650739], [-2.379223, -5.381072, 2.357236], [-2.036102, -5.777222, 1.108803], [-1.109464, -4.850760, 0.632768], [-0.890751, -3.883110, 1.575261], [0.212191, -2.585395, 1.473944], [-0.813262, -3.193369, 4.289047], [-2.305932, -2.478191, 3.620157], [-2.393023, -3.975602, 4.581700], [-3.079676, -5.799694, 3.062106], [-2.367283, -6.607482, 0.515406], [-0.680886, -4.835119, -0.294211]], "forces_ev_per_a": [[2.8, -3.3, 1.1], [-3.7, 0.4, -0.1], [0.9, -0.8, -3.2], [-0.5, 3.0, -0.7], [-0.3, -0.4, -0.9], [-2.5, 0.8, 2.3], [0.6, 1.7, 2.1], [0.3, 0.2, -0.6], [0.8, -0.6, 0.6], [0.7, 0.3, -0.2], [0.2, 0.2, 0.0], [0.0, 0.2, 0.6], [0.0, -0.3, 0.0], [0.1, -0.1, -0.1], [0.0, -0.4, 0.2], [0.1, -0.3, -0.1], [0.1, -0.2, 0.0], [-0.3, -0.4, -0.5], [0.3, -0.2, -0.2], [-0.1, 0.0, -0.2], [-0.1, 0.1, 0.1], [0.4, 0.1, 0.0], [-0.2, 0.2, 0.0], [-0.1, -0.2, 0.0], [0.2, 0.1, 0.2], [0.0, 0.0, -0.2], [0.2, 0.2, 0.0], [-0.1, -0.2, 0.1], [-0.2, 0.0, 0.1], [0.0, 0.1, -0.2], [0.0, -0.2, 0.0], [-0.2, 0.0, 0.1], [0.2, 0.1, -0.1], [0.0, 0.3, -0.3], [-0.1, 0.1, 0.1], [0.0, -0.3, 0.0], [0.3, 0.0, 0.0], [0.0, -0.3, 0.0], [-0.2, 0.1, -0.1], [0.2, 0.1, 0.0], [0.0, -0.2, 0.1], [0.2, 0.1, 0.0], [-0.1, 0.2, 0.2], [-0.1, -0.3, 0.0], [-0.1, 0.1, 0.2], [-0.1, 0.0, -0.2], [-0.4, -1.4, -1.9], [0.9, 0.5, 0.9], [0.7, -0.6, -1.4], [0.1, 0.2, 0.4], [-1.3, -0.6, -1.4], [-0.7, 0.8, 1.8], [1.0, 1.5, 1.9], [-0.1, -0.1, -0.1], [-0.1, 0.1, 0.2], [-0.3, 0.0, -0.1], [0.0, -0.1, -0.2], [0.3, 0.0, -0.2], [0.3, 0.1, 0.1], [0.1, 0.0, 0.3], [0.1, 0.3, -1.1], [0.4, 0.5, 0.0], [0.5, 0.6, -0.2], [-0.2, 0.5, 0.7], [-1.3, -1.9, -0.2], [0.3, 0.9, -0.2], [-0.2, -0.2, -0.1], [0.0, -0.3, 0.1], [0.1, 0.1, -0.1], [0.1, -0.1, 0.0], [0.0, -0.2, 0.0], [-0.2, -0.3, 0.6]], "mulliken_spin": [2.19, -0.22, -0.09, 0.03, 0.01, -0.17, -0.05, 0.03, 0.02, 0.06, 0.00, -0.02, 0.04, 0.04, 0.02, 0.03, 0.00, 0.01, 0.01, 0.00, 0.00, 0.00, 0.00, 0.00, 0.00, 0.00, 0.00, 0.00, -0.01, 0.00, 0.01, 0.00, -0.01, 0.00, 0.00, 0.00, -0.01, 0.00, 0.00, 0.00, 0.00, 0.00, -0.01, 0.00, 0.00, 0.00, 0.27, 0.10, 0.04, 0.26, 0.06, 0.08, 0.17, -0.01, 0.00, 0.01, 0.00, 0.00, 0.02, 0.01, 0.01, 0.00, 0.00, 0.00, 0.02, 0.07, 0.00, 0.00, 0.00, 0.00, 0.00, 0.00], "fmax_ev_per_a": 4.52, "spin_multiplicity": 4, "de_lowest_kj_mol": 0.0, "gap_ev": [5.2, 5.6], "s2": 4.070, "total_charge": 4}